(1)
The following is a DFT calculation (ωB97M-V with the def2-TZVPD basis set) of a molecular structure, C64H147F2N14O18S2 at a distorted geometry.

Calculated values
Electronic energy ... -153576.8728 eV
HOMO-LUMO gap ... 8.2457 eV
LUMO energy ... 1.9 eV
E_HOMO ... -6.4 eV

Structure (ORCA input):
```
! RIJCOSX wB97M-V def2-TZVPD def2/J DEFGRID3
* xyz -1 1
N -0.269 -0.519 -1.572
S 0.846 -1.569 -1.574
O 0.295 -2.907 -1.383
O 1.986 -1.162 -0.801
F 1.329 -1.433 -3.048
S -0.072 0.965 -1.323
O 0.512 1.676 -2.450
O 0.483 1.303 -0.030
F -1.571 1.426 -1.361
C -3.959 0.099 5.448
C -4.529 -1.118 6.127
C -5.928 -0.596 6.567
O -6.007 0.743 6.266
C -5.151 0.960 5.131
H -3.462 -0.111 4.533
H -3.234 0.611 6.068
H -3.893 -1.576 6.877
H -4.576 -1.923 5.419
H -6.025 -0.628 7.650
H -6.747 -1.077 6.079
H -4.975 2.003 5.056
H -5.666 0.582 4.205
C 4.641 -2.765 4.605
C 4.416 -3.422 5.892
C 5.655 -3.009 6.792
O 6.625 -2.532 5.880
C 6.205 -2.725 4.507
H 4.341 -1.715 4.567
H 4.131 -3.290 3.774
H 4.417 -4.550 5.781
H 3.464 -3.268 6.379
H 6.021 -3.936 7.318
H 5.456 -2.340 7.596
H 6.653 -3.594 4.108
H 6.466 -1.819 3.978
C -3.916 3.503 2.729
C -3.765 4.645 1.776
C -3.754 3.910 0.395
O -4.483 2.649 0.570
C -4.602 2.427 1.961
H -4.556 3.685 3.585
H -2.907 3.202 3.134
H -2.927 5.347 1.873
H -4.706 5.197 1.844
H -2.805 3.633 0.065
H -4.222 4.448 -0.470
H -4.207 1.392 2.130
H -5.672 2.356 2.305
C 3.025 1.509 -6.427
C 2.545 2.367 -5.239
C 1.225 2.830 -5.680
O 1.284 2.904 -7.153
C 2.600 2.434 -7.542
H 2.553 0.532 -6.535
H 4.106 1.379 -6.449
H 3.273 3.237 -5.128
H 2.685 1.956 -4.269
H 0.916 3.815 -5.257
H 0.356 2.197 -5.419
H 3.212 3.360 -7.536
H 2.512 2.058 -8.482
C -4.158 -6.182 0.658
C -3.256 -6.622 1.906
N -1.965 -6.080 1.798
C -1.120 -6.554 0.753
C 0.294 -6.052 0.855
C -2.021 -4.650 1.973
C -2.181 -4.176 3.426
H -3.595 -6.428 -0.248
H -4.597 -5.137 0.671
H -5.061 -6.741 0.723
H -3.703 -6.322 2.829
H -3.083 -7.714 1.917
H -1.123 -7.604 0.774
H -1.465 -6.199 -0.296
H 0.939 -6.641 0.200
H 0.407 -4.976 0.590
H 0.678 -6.162 1.848
H -2.764 -4.088 1.394
H -1.151 -4.189 1.562
H -1.987 -3.134 3.487
H -1.568 -4.881 4.091
H -3.236 -4.323 3.710
C 0.044 -3.608 -6.058
C -0.457 -4.719 -5.077
N -0.045 -6.093 -5.449
C -0.477 -6.544 -6.749
C -1.990 -6.233 -7.185
C 1.452 -6.218 -5.395
C 2.273 -5.677 -4.254
H 1.136 -3.518 -5.999
H -0.323 -2.623 -5.882
H -0.119 -3.895 -7.064
H -0.116 -4.497 -4.093
H -1.554 -4.675 -5.080
H 0.233 -6.185 -7.548
H -0.457 -7.627 -6.722
H -2.233 -6.641 -8.169
H -2.616 -6.712 -6.446
H -2.245 -5.167 -7.244
H 1.887 -5.784 -6.305
H 1.580 -7.308 -5.442
H 2.347 -6.402 -3.475
H 1.869 -4.791 -3.782
H 3.323 -5.421 -4.597
C -3.901 6.996 -2.053
C -3.665 6.204 -3.378
N -2.262 5.896 -3.688
C -1.632 7.144 -4.110
C -1.842 7.639 -5.601
C -2.206 4.807 -4.715
C -2.474 3.381 -4.215
H -4.970 7.024 -1.909
H -3.503 8.000 -2.213
H -3.439 6.476 -1.231
H -4.123 5.178 -3.339
H -4.100 6.745 -4.176
H -1.932 7.909 -3.392
H -0.564 7.073 -3.982
H -2.854 7.518 -5.965
H -1.637 8.731 -5.645
H -1.136 7.166 -6.295
H -1.258 4.961 -5.202
H -2.944 4.967 -5.448
H -1.757 3.163 -3.379
H -2.322 2.704 -5.024
H -3.482 3.251 -3.855
C -5.212 -1.730 0.463
C -4.088 -1.475 1.356
O -4.218 -1.790 2.541
N -2.971 -0.946 0.822
C -1.813 -0.519 1.572
H -4.902 -2.322 -0.408
H -5.605 -0.819 -0.035
H -6.040 -2.336 0.904
H -2.978 -0.910 -0.180
H -1.013 -1.116 1.175
H -1.950 -0.804 2.635
H -1.622 0.549 1.554
C 2.254 1.786 7.656
C 3.008 1.044 6.513
O 3.233 -0.174 6.598
N 3.514 1.780 5.461
C 4.297 1.284 4.396
H 2.802 1.616 8.549
H 1.283 1.311 7.685
H 2.141 2.872 7.516
H 3.511 2.807 5.725
H 5.372 1.101 4.619
H 4.283 2.000 3.509
H 3.892 0.355 4.012
C 2.378 6.535 4.435
C 3.204 5.467 3.799
O 3.602 4.527 4.460
N 3.391 5.573 2.477
C 4.223 4.604 1.751
H 2.771 6.669 5.421
H 1.340 6.312 4.444
H 2.403 7.419 3.956
H 3.070 6.394 1.963
H 3.730 3.688 1.288
H 5.020 4.307 2.465
H 4.654 5.127 0.917
C 4.895 -0.474 0.687
C 5.449 -0.260 -0.692
O 6.418 0.485 -0.866
N 4.764 -0.839 -1.701
C 5.148 -0.641 -3.021
H 3.818 -0.526 0.663
H 5.242 0.362 1.337
H 5.239 -1.377 1.154
H 3.842 -1.237 -1.430
H 6.175 -0.942 -3.256
H 5.029 0.406 -3.342
H 4.578 -1.213 -3.738
C -2.486 -1.305 -4.669
C -3.050 -2.590 -4.102
O -4.095 -3.075 -4.594
N -2.478 -3.020 -2.953
C -2.903 -4.206 -2.226
H -2.959 -0.350 -4.347
H -2.562 -1.444 -5.755
H -1.522 -1.160 -4.236
H -1.649 -2.535 -2.564
H -3.147 -4.026 -1.201
H -2.242 -5.027 -2.425
H -3.842 -4.403 -2.653
C 2.017 8.328 -1.567
C 1.829 7.114 -0.714
O 2.552 6.974 0.261
N 0.824 6.241 -1.012
C 0.869 4.943 -0.369
H 1.333 8.374 -2.429
H 3.027 8.317 -1.863
H 1.912 9.136 -0.856
H 0.300 6.439 -1.808
H 0.698 5.083 0.699
H 1.781 4.368 -0.569
H 0.070 4.314 -0.713
C 0.056 -1.216 6.715
C 0.209 -0.719 5.264
O -0.470 0.165 4.755
N 1.211 -1.380 4.624
C 1.738 -0.994 3.288
H -0.634 -0.504 7.237
H 1.079 -1.186 7.163
H -0.332 -2.200 6.665
H 1.882 -1.720 5.235
H 2.651 -1.479 3.141
H 1.893 0.100 3.267
H 0.990 -1.250 2.563
C -1.458 3.155 5.840
C -0.466 3.677 4.860
O -0.384 4.868 4.662
N 0.135 2.802 4.087
C 0.937 3.213 2.918
H -1.276 3.391 6.892
H -1.557 2.039 5.804
H -2.387 3.663 5.586
H -0.012 1.810 4.210
H 1.981 3.054 3.098
H 0.684 4.250 2.716
H 0.591 2.651 2.107
C -4.104 -7.598 -4.226
C -3.175 -8.313 -3.293
O -3.595 -9.249 -2.623
N -1.937 -7.899 -3.270
C -0.790 -8.476 -2.542
H -3.878 -6.517 -4.244
H -5.190 -7.694 -4.012
H -4.025 -8.014 -5.232
H -1.628 -7.070 -3.789
H -0.889 -8.449 -1.439
H 0.143 -8.006 -2.848
H -0.705 -9.513 -2.840
C 6.135 4.379 -1.343
C 4.704 3.881 -1.756
O 3.804 4.601 -2.135
N 4.465 2.616 -1.417
C 3.204 2.077 -1.813
H 6.283 5.448 -1.338
H 6.922 3.869 -1.908
H 6.269 4.002 -0.358
H 5.214 2.001 -1.351
H 2.455 2.869 -2.015
H 2.694 1.557 -1.010
H 3.278 1.399 -2.672
*
```

***

(2)
The following is a DFT calculation (ωB97M-V with the def2-TZVPD basis set) of a molecular structure, C20H33Cl2HgN4O3S at a distorted geometry.

Calculated values
Electronic energy ... -73434.0948 eV
Relative energy (zero: lowest compared OMol25 entry of this formula, charge and spin) ... 3.6 kcal per mole
HOMO-LUMO gap ... 4.7937 eV
LUMO energy ... 2.2 eV
E_HOMO ... -2.5 eV

Structure (ORCA input):
```
! RIJCOSX wB97M-V def2-TZVPD def2/J DEFGRID3
* xyz -1 1
O 1.233 -3.090 -0.552
C 2.274 -3.303 -1.169
C 2.579 -4.578 -1.884
C 1.552 -5.312 -2.513
H 0.587 -4.839 -2.705
C 1.755 -6.657 -2.824
H 0.921 -7.269 -3.179
C 3.018 -7.242 -2.626
H 3.152 -8.317 -2.753
C 4.102 -6.452 -2.230
H 5.104 -6.893 -2.139
C 3.883 -5.108 -1.920
H 4.733 -4.479 -1.665
H 3.027 -2.492 -1.211
C 0.889 -1.750 2.630
C 0.464 -0.400 2.251
H 1.203 -1.851 3.673
H 1.755 -2.027 2.010
H 0.067 -2.466 2.475
C 0.288 0.717 2.933
C 0.483 0.829 4.435
H -0.009 1.654 2.448
H 0.854 -0.110 4.868
H -0.442 1.084 4.970
H 1.206 1.617 4.683
Hg 0.093 -0.662 0.027
Cl -1.967 -1.828 0.285
Cl 2.268 0.280 -0.380
H -1.322 -1.912 -4.019
H -3.719 -1.892 -3.877
C -1.242 -1.482 -3.017
C -3.714 -1.356 -2.921
N -2.432 -0.705 -2.735
H -0.373 -0.827 -2.959
C -2.338 0.589 -2.360
O -1.248 1.164 -2.182
H -4.491 -0.588 -2.935
H -3.315 1.094 -2.181
H -1.140 -2.298 -2.295
H -3.913 -2.071 -2.114
H 1.452 5.835 -0.248
H 2.178 4.608 -2.510
C 1.751 4.912 0.259
C 2.419 3.767 -1.845
N 1.584 3.804 -0.655
H 1.112 4.722 1.122
C 0.598 2.916 -0.397
O -0.083 2.901 0.610
H 2.250 2.815 -2.360
H 0.479 2.170 -1.216
H 2.804 4.958 0.547
H 3.473 3.853 -1.557
S -2.972 1.331 0.899
C -2.907 2.620 1.962
N -2.833 3.945 1.659
C -2.963 4.831 2.797
C -3.112 3.867 3.969
N -3.002 2.561 3.328
H -2.649 4.258 0.715
H -3.845 5.461 2.694
H -2.084 5.470 2.891
H -4.081 3.957 4.470
H -2.317 3.995 4.705
H -3.077 1.673 3.819
*
```